ORCA calculation (the ωB97M-V functional and the def2-TZVPD basis) on the molecule C4H10N2 at a distorted geometry.

Geometry (Å):
C1 1.420992 0.309888 -0.456849
C2 1.986095 1.100663 0.696267
C3 -2.068004 -1.049182 -1.174971
C4 -0.399746 -0.077652 0.954084
N1 -0.728013 -0.986550 -1.308567
N2 0.127903 -0.158332 -0.401030
H1 2.015505 0.315899 -1.399432
H2 1.315093 1.903067 0.971146
H3 2.915687 1.505088 0.430079
H4 2.401184 0.478396 1.548596
H5 -2.464574 -1.442926 -0.326296
H6 -2.515307 -0.071035 -1.452783
H7 -2.484373 -1.840622 -1.906281
H8 -0.543021 0.998544 1.234513
H9 -1.322973 -0.519090 1.044107
H10 0.343553 -0.466157 1.547417

Forces on atoms 1 to 2 (eV/Å):
-2.25 -0.75 -1.51
0.13 -1.76 0.52

Calculated values
* orbital gap (spin up / spin down): 7.9855 / 7.5492 eV
* ΔE to the lowest compared entry with this formula, charge and spin: 5.2034 eV
* net charge: 0